Record 1
C6H7NS | wB97M-V/def2-TZVPD

Calculated values
- energy relative to the best compared isomer or geometry (same formula, charge and spin) (eV) = 3.1449
- Kohn-Sham gap (eV) = 10.0

Each line ends with the Mulliken charge.
Geometry (Å):
N  3.34  -0.19  -0.82  -0.4627
C  2.41  -0.03  -0.15  -0.0573
C  1.17  0.13  0.67  0.4714
C  0.28  -1.15  0.65  -0.9558
C  -0.78  -0.64  -0.24  -0.0447
S  -2.48  -0.09  -0.39  -0.1214
C  -0.99  0.66  0.36  0.1160
C  0.33  1.36  0.11  -0.9977
H  1.45  0.32  1.73  0.3387
H  0.79  -2.05  0.33  0.3805
H  -0.13  -1.31  1.66  0.2788
H  -0.29  -0.52  -1.20  0.2236
H  -1.08  0.57  1.50  0.1770
H  0.59  2.30  0.59  0.3366
H  0.51  1.50  -0.99  0.3173

Record 2
H21O10 | wB97M-V/def2-TZVPD

Calculated values
- energy relative to the best compared isomer or geometry (same formula, charge and spin) (eV) = 2.0494
- Kohn-Sham gap (alpha / beta) (eV) = 10.2 / 3.0
- net charge = +2
- 2S+1 = 2

Each line ends with the Löwdin spin population.
Geometry (Å):
O  -3.07  -1.30  -1.65  0.0033
H  -3.70  -1.26  -2.27  0.0000
H  2.50  2.34  2.61  0.0003
O  1.83  1.59  2.60  0.3697
H  0.84  -3.05  3.23  0.0000
H  -0.57  -1.31  0.90  0.0000
O  -1.60  -1.30  0.67  0.0019
H  -2.61  -1.89  -1.34  0.0001
H  -2.06  -1.30  1.49  0.0000
O  -0.22  1.89  -1.52  0.0003
H  0.25  1.46  -2.22  0.0000
H  -0.52  2.69  -1.89  0.0000
O  1.55  -0.47  -4.09  0.0000
H  1.76  -0.75  -0.03  0.0001
H  2.06  -1.13  -3.74  0.0000
O  -0.76  1.74  1.83  0.6134
H  -1.15  2.55  1.31  -0.0021
H  1.93  0.28  -3.79  0.0000
O  -0.08  -2.75  2.83  0.0001
H  0.13  1.50  1.53  -0.0081
H  -0.42  -3.61  2.66  0.0000
O  -2.25  0.89  -0.09  0.0216
H  -2.85  0.34  -0.70  0.0013
H  -1.67  0.02  0.32  0.0012
O  3.23  0.55  -1.11  0.0000
H  1.22  1.60  3.36  -0.0053
O  1.08  -0.81  0.63  0.0020
H  1.40  -1.53  1.17  0.0002
H  -1.74  1.25  -0.83  -0.0001
H  3.74  0.40  -1.89  0.0000
H  3.79  1.26  -0.74  0.0000

Record 3
C3H9NO2 | wB97M-V/def2-TZVPD

Calculated values
- energy relative to the best compared isomer or geometry (same formula, charge and spin) (eV) = 1.5682
- Kohn-Sham gap (eV) = 10.2

Each line ends with the Mulliken charge.
Geometry (Å):
C  1.23  -0.34  -0.53  -1.0400
N  -0.11  -0.99  -0.72  -0.2202
C  -1.05  -0.32  -1.55  0.4555
C  -1.55  1.10  -1.16  -0.7284
O  -1.54  -0.90  -2.50  -0.5761
H  1.99  -1.20  -0.53  0.3241
H  1.56  0.21  -1.32  0.3905
H  1.46  0.14  0.35  0.3621
H  -0.01  -1.92  -0.95  0.2671
H  -0.68  1.61  -0.61  0.2670
H  -2.38  0.95  -0.39  0.2201
H  -1.97  1.68  -1.99  0.2819
O  1.43  -0.03  3.91  -0.6492
H  0.75  -0.66  3.63  0.3211
H  0.88  0.66  4.35  0.3244

Record 4
C45H60Br4N3O4PbSe | wB97M-V/def2-TZVPD

Calculated values
- energy relative to the best compared isomer or geometry (same formula, charge and spin) (eV) = 0.4127
- Kohn-Sham gap (eV) = 6.8
- net charge = -1

Each line ends with the Mulliken charge.
Geometry (Å):
Pb  2.11  -1.06  0.52  2.0966
C  -2.66  2.44  -4.78  -1.8934
C  -2.52  0.95  -5.07  2.4533
C  -2.15  0.78  -6.55  -1.8142
C  -3.88  0.29  -4.83  -1.6393
C  -1.46  0.30  -4.19  -0.4235
C  -0.80  0.96  -3.17  -0.4367
C  0.11  0.31  -2.35  -0.1136
Se  0.95  1.33  -0.96  0.0845
C  -0.50  1.52  0.27  0.3459
C  -1.45  2.50  0.01  -0.6357
C  -2.55  2.70  0.84  -0.8079
C  -2.63  1.88  1.96  -0.0157
C  -1.69  0.90  2.29  -0.3012
C  -0.58  0.69  1.42  0.0706
O  0.30  -0.24  1.71  -0.6141
C  -1.85  0.03  3.55  2.4634
C  -3.08  0.41  4.38  -2.6015
C  -0.62  0.21  4.45  -1.4927
C  -1.98  -1.45  3.17  -1.3040
C  -3.58  3.78  0.50  2.3743
C  -4.16  3.52  -0.90  -1.6570
C  -2.92  5.16  0.50  -1.7669
C  -4.74  3.80  1.49  -2.3624
C  0.46  -1.05  -2.50  0.2720
O  1.31  -1.66  -1.72  -0.3071
C  -0.19  -1.74  -3.59  0.3398
C  -1.12  -1.05  -4.36  -0.9698
C  0.02  -3.23  -3.94  2.3823
C  0.39  -3.35  -5.43  -1.8470
C  1.12  -3.95  -3.16  -1.5736
C  -1.28  -4.00  -3.69  -1.4757
H  -3.41  2.88  -5.45  0.4887
H  -1.71  2.97  -4.95  0.3719
H  -2.98  2.63  -3.75  0.1379
H  -2.88  1.29  -7.19  0.4674
H  -2.12  -0.27  -6.85  0.3035
H  -1.16  1.21  -6.75  0.3635
H  -4.65  0.72  -5.48  0.4730
H  -4.20  0.43  -3.79  0.2980
H  -3.84  -0.79  -5.02  0.2960
H  -0.99  2.01  -2.98  0.3217
H  -1.31  3.12  -0.87  0.3516
H  -3.47  2.01  2.62  0.5562
H  -3.04  1.44  4.74  0.4490
H  -3.12  -0.25  5.25  0.4648
H  -4.01  0.27  3.82  0.4461
H  -0.51  1.26  4.75  0.3706
H  0.29  -0.11  3.94  -0.0716
H  -0.74  -0.39  5.36  0.4939
H  -2.84  -1.61  2.52  0.3865
H  -2.12  -2.05  4.08  0.4990
H  -1.08  -1.80  2.66  -0.1773
H  -3.38  3.55  -1.67  0.2315
H  -4.91  4.27  -1.16  0.4667
H  -4.63  2.53  -0.95  0.3618
H  -2.11  5.21  -0.23  0.2763
H  -2.49  5.38  1.49  0.3547
H  -3.64  5.94  0.26  0.4615
H  -5.26  2.84  1.52  0.3948
H  -5.46  4.56  1.20  0.4407
H  -4.40  4.03  2.51  0.4378
H  -1.62  -1.60  -5.15  0.1922
H  1.34  -2.83  -5.63  0.3799
H  -0.37  -2.93  -6.09  0.2939
H  0.52  -4.41  -5.69  0.4838
H  2.08  -3.44  -3.26  -0.0829
H  1.22  -4.96  -3.58  0.5051
H  0.91  -4.02  -2.10  0.1217
H  -2.10  -3.62  -4.31  0.3110
H  -1.58  -3.90  -2.64  0.0559
H  -1.14  -5.06  -3.91  0.4857
C  -0.94  -2.92  0.15  0.9264
C  -0.20  -3.69  1.22  0.3801
C  -0.78  -4.82  1.82  -0.9541
C  -0.10  -5.49  2.80  -1.1508
C  1.16  -5.03  3.23  1.0237
C  1.93  -5.65  4.25  -0.0368
Br  1.31  -7.22  5.13  -0.2828
C  3.13  -5.12  4.62  -0.3517
C  3.62  -3.96  4.01  -0.1466
Br  5.28  -3.27  4.61  -0.2332
C  2.94  -3.26  2.99  0.1904
O  3.36  -2.19  2.46  -0.6748
C  1.67  -3.87  2.60  -0.5496
N  0.98  -3.25  1.59  0.8749
H  -1.82  -3.47  -0.19  0.7146
H  -0.29  -2.72  -0.70  -1.3604
H  -1.27  -1.96  0.55  -0.5937
H  -1.76  -5.16  1.50  0.5253
H  -0.53  -6.37  3.26  0.2771
H  3.71  -5.59  5.40  0.3988
Br  4.82  -0.81  -1.64  -0.1228
C  4.65  -2.66  -2.13  -0.4632
Br  3.91  -3.80  -0.76  -0.0718
H  5.64  -3.02  -2.34  0.5154
H  3.99  -2.71  -2.98  0.1400
C  3.18  1.24  3.60  -0.9243
N  3.70  2.43  2.94  0.3295
C  3.76  3.64  3.75  -0.6397
C  4.76  4.61  3.16  -0.7050
C  4.40  4.85  1.71  -0.6130
N  4.30  3.60  1.00  0.1896
C  4.33  3.67  -0.45  -1.0761
C  3.87  2.42  1.59  0.3761
O  3.67  1.42  0.91  -0.8042
H  3.81  0.98  4.46  0.3634
H  3.16  0.40  2.92  0.0048
H  2.16  1.42  3.96  0.4002
H  4.06  3.35  4.76  0.3442
H  2.77  4.10  3.82  0.3206
H  5.77  4.18  3.22  0.2844
H  4.75  5.55  3.71  0.3609
H  5.17  5.46  1.21  0.3465
H  3.46  5.41  1.64  0.3028
H  5.30  4.05  -0.79  0.3500
H  3.55  4.35  -0.82  0.3004
H  4.16  2.69  -0.87  0.2218

Record 5
C22H35EuNO2P2S2 | wB97M-V/def2-TZVPD

Calculated values
- energy relative to the best compared isomer or geometry (same formula, charge and spin) (eV) = 4.4938
- Kohn-Sham gap (alpha / beta) (eV) = 3.6 / 5.8
- 2S+1 = 8

Each line ends with the Löwdin spin population.
Geometry (Å):
P  2.03  0.94  0.35  0.0294
P  -1.90  -1.33  -0.30  0.0141
C  0.69  0.18  -0.72  0.0126
C  -0.86  0.25  -0.55  0.0589
H  1.00  -0.85  -0.98  0.0044
H  0.87  0.78  -1.63  0.0017
H  -1.16  1.12  0.09  0.0900
H  -1.30  0.58  -1.49  0.0010
C  -1.56  -2.28  -1.84  0.0033
H  -1.73  -3.33  -1.57  0.0023
H  -0.52  -2.17  -2.16  0.0003
H  -2.24  -1.99  -2.65  0.0000
C  -3.55  -0.64  -0.67  0.0104
H  -3.78  -0.62  -1.75  0.0001
H  -3.66  0.37  -0.26  0.0157
H  -4.27  -1.29  -0.16  0.0005
C  3.50  1.18  -0.64  0.0138
H  4.38  1.00  -0.01  0.0012
H  3.56  2.21  -1.02  0.0015
H  3.54  0.49  -1.49  0.0034
C  1.50  2.46  1.15  0.0930
H  0.40  2.57  1.28  0.1087
H  1.86  3.32  0.58  0.0043
H  1.98  2.50  2.15  0.0090
Eu  -0.55  0.09  1.97  5.4570
C  -2.44  2.00  -2.85  0.0028
C  -1.87  1.01  -3.54  0.0010
C  -0.89  1.24  -4.66  0.0006
C  0.28  2.23  -4.41  0.0008
C  0.70  2.49  -2.99  0.0041
C  0.08  3.33  -2.14  0.0100
C  -1.07  4.19  -2.58  0.0065
C  -2.29  3.45  -3.20  0.0016
C  2.39  -0.27  1.65  0.0155
H  -3.16  1.78  -2.06  0.0028
H  -2.22  -0.03  -3.44  0.0001
H  -1.42  1.60  -5.55  0.0002
H  -0.46  0.27  -4.94  0.0000
H  1.16  1.81  -4.92  0.0001
H  0.05  3.18  -4.93  0.0003
H  1.69  2.10  -2.74  0.0007
H  0.49  3.55  -1.15  0.0065
H  -0.73  4.93  -3.34  0.0004
H  -1.42  4.77  -1.73  0.0074
H  -3.20  3.97  -2.85  0.0009
H  -2.26  3.58  -4.30  0.0000
H  1.84  -0.20  2.62  0.0019
H  3.45  -0.15  1.91  0.0018
H  2.25  -1.28  1.24  0.0078
O  -2.04  -1.83  5.23  0.0214
S  -0.78  -1.64  4.56  0.0522
O  -0.22  -0.26  4.48  0.0379
N  -0.83  -2.09  2.95  0.0838
C  0.07  -3.06  2.60  0.2674
S  0.40  -3.19  0.96  0.1377
C  0.69  -3.66  3.76  0.0884
C  1.51  -4.78  3.85  0.0643
C  1.98  -5.18  5.11  0.0193
C  1.68  -4.42  6.25  0.1035
C  0.88  -3.28  6.16  -0.0007
C  0.40  -2.91  4.92  0.1069
H  1.74  -5.31  2.93  0.0040
H  2.60  -6.08  5.19  -0.0009
H  2.09  -4.71  7.22  0.0069
H  0.63  -2.69  7.03  -0.0025

Q: Which value of energy relative to the best compared isomer or geometry (same formula, charge and spin) does entry 1 give?
A: 3.1449 eV

Copy entry 5 word for word.
C22H35EuNO2P2S2 | wB97M-V/def2-TZVPD

Calculated values
- energy relative to the best compared isomer or geometry (same formula, charge and spin) (eV) = 4.4938
- Kohn-Sham gap (alpha / beta) (eV) = 3.6 / 5.8
- 2S+1 = 8

Each line ends with the Löwdin spin population.
Geometry (Å):
P  2.03  0.94  0.35  0.0294
P  -1.90  -1.33  -0.30  0.0141
C  0.69  0.18  -0.72  0.0126
C  -0.86  0.25  -0.55  0.0589
H  1.00  -0.85  -0.98  0.0044
H  0.87  0.78  -1.63  0.0017
H  -1.16  1.12  0.09  0.0900
H  -1.30  0.58  -1.49  0.0010
C  -1.56  -2.28  -1.84  0.0033
H  -1.73  -3.33  -1.57  0.0023
H  -0.52  -2.17  -2.16  0.0003
H  -2.24  -1.99  -2.65  0.0000
C  -3.55  -0.64  -0.67  0.0104
H  -3.78  -0.62  -1.75  0.0001
H  -3.66  0.37  -0.26  0.0157
H  -4.27  -1.29  -0.16  0.0005
C  3.50  1.18  -0.64  0.0138
H  4.38  1.00  -0.01  0.0012
H  3.56  2.21  -1.02  0.0015
H  3.54  0.49  -1.49  0.0034
C  1.50  2.46  1.15  0.0930
H  0.40  2.57  1.28  0.1087
H  1.86  3.32  0.58  0.0043
H  1.98  2.50  2.15  0.0090
Eu  -0.55  0.09  1.97  5.4570
C  -2.44  2.00  -2.85  0.0028
C  -1.87  1.01  -3.54  0.0010
C  -0.89  1.24  -4.66  0.0006
C  0.28  2.23  -4.41  0.0008
C  0.70  2.49  -2.99  0.0041
C  0.08  3.33  -2.14  0.0100
C  -1.07  4.19  -2.58  0.0065
C  -2.29  3.45  -3.20  0.0016
C  2.39  -0.27  1.65  0.0155
H  -3.16  1.78  -2.06  0.0028
H  -2.22  -0.03  -3.44  0.0001
H  -1.42  1.60  -5.55  0.0002
H  -0.46  0.27  -4.94  0.0000
H  1.16  1.81  -4.92  0.0001
H  0.05  3.18  -4.93  0.0003
H  1.69  2.10  -2.74  0.0007
H  0.49  3.55  -1.15  0.0065
H  -0.73  4.93  -3.34  0.0004
H  -1.42  4.77  -1.73  0.0074
H  -3.20  3.97  -2.85  0.0009
H  -2.26  3.58  -4.30  0.0000
H  1.84  -0.20  2.62  0.0019
H  3.45  -0.15  1.91  0.0018
H  2.25  -1.28  1.24  0.0078
O  -2.04  -1.83  5.23  0.0214
S  -0.78  -1.64  4.56  0.0522
O  -0.22  -0.26  4.48  0.0379
N  -0.83  -2.09  2.95  0.0838
C  0.07  -3.06  2.60  0.2674
S  0.40  -3.19  0.96  0.1377
C  0.69  -3.66  3.76  0.0884
C  1.51  -4.78  3.85  0.0643
C  1.98  -5.18  5.11  0.0193
C  1.68  -4.42  6.25  0.1035
C  0.88  -3.28  6.16  -0.0007
C  0.40  -2.91  4.92  0.1069
H  1.74  -5.31  2.93  0.0040
H  2.60  -6.08  5.19  -0.0009
H  2.09  -4.71  7.22  0.0069
H  0.63  -2.69  7.03  -0.0025

Q: energy relative to the best compared isomer or geometry (same formula, charge and spin) of number 4 (C45H60Br4N3O4PbSe)?
A: 0.4127 eV

Q: Which value of energy relative to the best compared isomer or geometry (same formula, charge and spin) does entry 3 give?
A: 1.5682 eV